ORCA calculation (ωB97M-V/def2-TZVPD) on C36H80As4F24N4 as an isolated structure at a distorted geometry.

Its HOMO energy is -11.1 eV. The calculation puts the electronic energy at -353175.420 eV. The calculation puts the gap between HOMO and LUMO at 11.0 eV. The strongest force on any atom comes out at 2.82 eV/Å. The spin multiplicity is 1. For the LUMO energy, the calculation gives -0.005 hartree.

Last column: Mulliken charge in e.
Cartesian coordinates (Å):
C 6.6323 0.1342 1.1495  -1.5052
C 5.4919 -0.9008 1.2267  0.5005
C 5.1776 -1.3569 2.6821  -1.0852
N 4.3064 -2.6154 2.8677  0.5974
C 3.9487 -2.7950 4.4061  -0.7228
C 3.2626 -4.1606 4.6768  -0.1769
C 4.1389 -5.3109 4.1596  -0.9610
C 4.6468 -5.1723 2.7287  -0.0452
C 5.2450 -3.7931 2.4342  -1.0511
C 3.0239 -2.3963 2.0242  -1.3144
H 7.4446 -0.1863 1.8018  0.4095
H 6.3285 1.1481 1.4098  0.3132
H 6.9685 0.3570 0.1369  0.3569
H 5.6602 -1.7307 0.5405  0.3847
H 4.7310 -0.2325 0.8238  -0.2934
H 4.7626 -0.5265 3.2535  0.4980
H 6.1013 -1.6107 3.2022  0.5943
H 4.8538 -2.6032 4.9825  0.4954
H 3.2016 -2.0490 4.6769  0.3048
H 3.0468 -4.2296 5.7430  0.5233
H 2.2797 -4.0983 4.2098  -0.0549
H 5.0323 -5.4706 4.7632  0.3082
H 3.6020 -6.2588 4.1231  0.4191
H 5.2526 -6.0287 2.4327  0.5275
H 3.8665 -5.0916 1.9719  -0.1708
H 6.2609 -3.6052 2.7817  0.4713
H 5.4520 -3.6210 1.3779  0.4617
H 2.5663 -1.4232 2.2023  0.2889
H 2.2504 -3.1416 2.2096  0.2832
H 3.2731 -2.3209 0.9658  0.3997
C -5.7038 0.6220 2.4817  -1.6746
C -4.2200 0.8153 2.7943  0.3792
C -3.8469 2.3087 2.3682  -0.5389
N -2.2900 2.6341 2.4629  0.3701
C -1.6975 2.3297 3.9162  -0.3536
C -0.1403 2.4800 3.8883  -1.4185
C 0.4874 1.7076 2.6992  -0.1191
C -0.0682 2.2018 1.3861  0.4943
C -1.5446 1.9097 1.2692  0.7793
C -2.1343 4.1068 2.2956  -1.1206
H -5.9831 0.6983 1.4309  0.2702
H -6.3228 1.3606 2.9910  0.4326
H -5.9769 -0.3647 2.8560  0.4481
H -3.7418 0.0040 2.2454  -0.1681
H -4.1328 0.6043 3.8601  0.4446
H -4.4680 3.0517 2.8686  0.6497
H -4.0407 2.4213 1.3015  0.0402
H -1.9711 1.2868 4.0765  0.2641
H -2.2098 2.9746 4.6302  0.4192
H 0.4034 2.0097 4.7077  0.6216
H 0.3349 3.4609 3.8985  0.3716
H 0.1766 0.6672 2.6039  -0.4972
H 1.5769 1.6823 2.7186  0.8701
H 0.5270 1.6724 0.6421  -0.9322
H 0.2511 3.2148 1.1412  0.4331
H -1.7555 0.8707 1.5227  -0.1052
H -1.9372 2.0893 0.2683  -0.6333
H -1.0714 4.2929 2.4491  0.5498
H -2.7925 4.5582 3.0381  0.3841
H -2.5155 4.4217 1.3242  0.2763
C -0.5176 0.7719 -5.4141  -1.7451
C -0.2551 2.0135 -4.5329  0.7276
C -0.8667 3.3975 -4.9004  -1.0900
N -0.6340 4.6540 -3.9914  0.3347
C -1.2037 5.9299 -4.6325  -0.5246
C -1.0746 7.1273 -3.7049  -0.7285
C -1.6943 6.8574 -2.3372  -0.7751
C -1.1132 5.6028 -1.6836  -0.3659
C -1.3195 4.4037 -2.5947  -0.0218
C 0.9158 4.7825 -3.7654  -0.9719
H -0.1930 0.9382 -6.4413  0.4985
H -1.5965 0.6703 -5.5321  0.3775
H -0.0706 -0.1690 -5.0931  0.3396
H 0.8172 2.2082 -4.5516  0.3890
H -0.4642 1.7945 -3.4858  -0.4488
H -1.8910 3.4702 -5.2661  0.4902
H -0.4158 3.7735 -5.8188  0.6177
H -2.2658 5.8183 -4.8510  0.4398
H -0.6565 6.2102 -5.5325  0.3681
H -1.6709 7.9603 -4.0770  0.4330
H -0.0584 7.5204 -3.7346  0.3350
H -2.7830 6.8042 -2.3338  0.3198
H -1.5017 7.7546 -1.7490  0.4333
H -1.6490 5.2949 -0.7857  -0.1040
H -0.1257 5.7617 -1.2504  0.4262
H -2.3461 4.0969 -2.7949  0.4526
H -0.7216 3.5817 -2.2011  -0.4284
H 1.1157 5.6296 -3.1093  0.4105
H 1.5667 4.8834 -4.6338  0.3083
H 1.2176 3.8953 -3.2088  0.2794
C -2.3588 -3.4791 -4.9145  -1.3939
C -2.5437 -2.8874 -3.4784  -0.1322
C -1.3165 -3.1396 -2.5343  -0.7720
N -1.3435 -2.1983 -1.2516  1.3721
C -0.2871 -2.7718 -0.2367  -0.5770
C -0.7663 -4.0537 0.5315  -0.4498
C -2.0592 -3.8255 1.2345  0.0797
C -3.1378 -3.3484 0.2456  -1.4931
C -2.6755 -2.1253 -0.5061  0.4168
C -0.9360 -0.7766 -1.5634  -1.2318
H -3.2511 -3.8061 -5.4484  0.3690
H -1.7598 -4.3766 -4.7607  0.3674
H -1.7464 -2.7746 -5.4773  0.3070
H -3.3474 -3.4979 -3.0667  0.2873
H -2.6697 -1.8139 -3.6192  -0.0434
H -0.3645 -2.9108 -3.0134  0.3828
H -1.2322 -4.1160 -2.0572  0.5818
H 0.6203 -2.8664 -0.8332  0.3945
H -0.0577 -1.9788 0.4750  -0.0388
H -0.9085 -4.8721 -0.1743  0.3849
H 0.0151 -4.3854 1.2152  0.2593
H -2.2512 -4.7182 1.8297  0.5585
H -2.0004 -3.0805 2.0280  -0.4768
H -3.3690 -4.1142 -0.4948  0.4525
H -4.1615 -3.3099 0.6177  0.5375
H -3.4027 -1.7580 -1.2303  0.6169
H -2.5634 -1.3724 0.2741  -0.6779
H -1.4514 -0.4159 -2.4535  0.0830
H 0.0809 -0.8957 -1.9371  0.3635
H -0.8631 0.0188 -0.8217  0.2920
As 2.9030 1.5332 -1.4632  1.9265
F 3.5173 2.9931 -2.3367  -0.5313
F 4.4798 0.7262 -1.6300  -0.5142
F 2.3377 0.0512 -0.6211  -0.4285
F 1.2425 2.2820 -1.3217  -0.3702
F 2.4844 0.7754 -3.0306  -0.4497
F 3.3532 2.2327 0.1140  -0.5282
As 2.4283 -5.3925 -1.3844  1.9009
F 0.6745 -5.3793 -1.8331  -0.5009
F 2.8456 -5.5572 -3.1052  -0.4802
F 4.1532 -5.2743 -0.9007  -0.5147
F 1.9709 -5.1976 0.3185  -0.4303
F 2.2444 -7.2248 -1.2000  -0.5309
F 2.4104 -3.5861 -1.5552  -0.4797
As -4.4072 1.7729 -2.3315  1.9664
F -4.4361 1.1840 -0.6591  -0.3529
F -4.4585 3.4718 -1.5936  -0.5643
F -4.3733 2.4860 -3.9317  -0.4901
F -4.2786 0.1480 -2.9945  -0.4377
F -6.1986 1.7246 -2.4682  -0.4947
F -2.6053 1.9016 -2.1891  -0.2971
As -0.6935 -2.0631 4.7733  1.9306
F -1.7419 -3.4819 4.5399  -0.4859
F 0.3868 -2.4583 3.3575  -0.1948
F 0.2611 -0.5834 5.0350  -0.4493
F -1.6330 -1.5933 6.3001  -0.5196
F 0.4824 -2.9806 5.8199  -0.5091
F -1.7871 -1.2998 3.6195  -0.4605



ORCA calculation (ωB97M-V/def2-TZVPD) on C36H80F10N9NaO20S10 as an isolated structure at a distorted geometry.

Its HOMO energy is -7.6 eV. The calculation puts the electronic energy at -232913.335 eV. The calculation puts the gap between HOMO and LUMO at 4.0 eV. The strongest force on any atom comes out at 11.15 eV/Å. The spin multiplicity is 1. For the LUMO energy, the calculation gives -0.135 hartree.

Last column: Mulliken charge in e.
Cartesian coordinates (Å):
Na -2.6537 3.0066 -4.1299  0.9785
C 0.0884 -3.5625 -10.4136  -1.4728
C -1.4017 -3.5120 -10.3355  -0.2530
C -1.9147 -2.7242 -9.0891  -0.5941
N -3.4580 -2.6580 -8.8710  -0.0569
C -3.9800 -4.0895 -8.6253  -0.4749
C -5.5104 -4.0824 -8.5780  -0.7870
C -6.2461 -3.4298 -9.7539  -0.6501
C -5.6403 -2.0561 -9.9913  -0.7190
C -4.0627 -2.0983 -10.1653  -0.6348
C -3.7182 -1.7228 -7.6292  -1.0059
H 0.5641 -3.9649 -9.5193  0.3524
H 0.3773 -2.5154 -10.3236  0.3570
H 0.4969 -3.9378 -11.3519  0.3701
H -1.7855 -4.5222 -10.4775  0.3597
H -1.6397 -3.1124 -11.3213  0.3325
H -1.5842 -1.7162 -9.3394  0.4099
H -1.6232 -3.1499 -8.1289  0.4577
H -3.6236 -4.6719 -9.4749  0.4069
H -3.6002 -4.5519 -7.7143  0.3136
H -5.7525 -5.1445 -8.6147  0.4224
H -5.9065 -3.8593 -7.5873  0.3539
H -6.2985 -4.1705 -10.5519  0.3411
H -7.2764 -3.2995 -9.4231  0.3546
H -6.0724 -1.4096 -10.7551  0.4423
H -5.9237 -1.5338 -9.0775  0.3102
H -3.8285 -2.9020 -10.8634  0.4167
H -3.5914 -1.1275 -10.3182  0.4655
H -3.1276 -2.0766 -6.7842  0.3373
H -4.7620 -1.8355 -7.3359  0.4768
H -3.5809 -0.6648 -7.8526  0.3671
C -2.5041 -6.8276 2.6912  -1.4015
C -3.2952 -7.2888 3.9538  -0.3003
C -4.7246 -7.8680 3.7012  -0.7398
N -5.6390 -8.2380 4.8668  0.3147
C -6.8212 -9.0555 4.3285  -0.7509
C -8.0654 -9.1777 5.2206  -0.6702
C -8.4750 -7.8337 5.7516  -0.6974
C -7.2988 -7.2190 6.6023  -0.7696
C -6.0371 -6.9928 5.6593  -0.5991
C -4.9423 -9.2645 5.7372  -1.0961
H -2.9799 -5.9402 2.2738  0.3476
H -2.4627 -7.6058 1.9291  0.3499
H -1.4603 -6.6598 2.9565  0.3946
H -3.2437 -6.4846 4.6877  0.3351
H -2.6966 -8.1111 4.3458  0.3470
H -4.6671 -8.6950 2.9935  0.4719
H -5.2771 -7.1155 3.1385  0.4317
H -7.1738 -8.6193 3.3940  0.4502
H -6.5306 -10.0657 4.0402  0.3590
H -8.9621 -9.5968 4.7641  0.3815
H -7.8973 -9.8311 6.0768  0.2994
H -8.6772 -7.2291 4.8675  0.2911
H -9.4415 -7.9278 6.2466  0.4036
H -7.6067 -6.2419 6.9744  0.4163
H -7.1174 -7.8216 7.4923  0.3363
H -6.3088 -6.3897 4.7929  0.3298
H -5.1267 -6.5781 6.0920  0.5347
H -4.1691 -8.6840 6.2405  0.4488
H -4.5302 -10.1382 5.2321  0.3612
H -5.5998 -9.6335 6.5243  0.4198
C -2.9474 -0.3805 1.0998  -1.2936
C -1.5171 0.1807 1.6154  -0.2839
C -1.6936 0.8227 3.0661  -0.9152
N -0.3108 1.1063 3.6962  0.1803
C 0.6158 1.9243 2.6523  -1.0917
C 1.9109 2.4786 3.2476  -0.6361
C 1.5900 3.2494 4.5451  -0.7330
C 0.8923 2.4123 5.6079  -0.5378
C -0.5275 1.9219 5.0613  -1.0283
C 0.4223 -0.1605 4.0749  -1.0099
H -3.6572 0.4444 1.0392  0.3534
H -3.2381 -0.9476 1.9842  0.3367
H -2.8396 -1.0092 0.2159  0.3587
H -1.1412 0.8729 0.8620  0.3334
H -0.8959 -0.7123 1.5458  0.3983
H -2.2399 0.1222 3.6977  0.5425
H -2.2662 1.7499 3.0917  0.4785
H -0.0016 2.7861 2.3992  0.5746
H 0.8106 1.1988 1.8625  0.5230
H 2.2844 3.0440 2.3938  0.4045
H 2.6441 1.7200 3.5216  0.3342
H 0.9482 4.1077 4.3457  0.3122
H 2.4968 3.6448 5.0027  0.3966
H 0.7300 2.9912 6.5171  0.4095
H 1.4688 1.5305 5.8875  0.3319
H -1.2520 2.6825 4.7704  0.4348
H -1.0701 1.1823 5.6502  0.6575
H -0.1935 -0.9973 3.7453  0.4474
H 0.4926 -0.3120 5.1521  0.3975
H 1.3828 -0.2749 3.5725  0.3197
C 5.7907 6.4931 -4.3869  -1.4739
C 6.7444 6.3759 -3.2227  -0.1590
C 7.5977 5.1236 -3.2935  -0.7969
N 8.2415 4.7515 -1.9613  -0.1136
C 9.2642 3.6166 -2.2930  -0.6009
C 10.2153 3.2984 -1.2208  -1.0205
C 10.9177 4.5023 -0.6402  -0.5678
C 9.8692 5.5418 -0.1898  -0.9393
C 8.8067 6.0357 -1.2915  -0.5136
C 7.1389 4.1283 -0.9630  -0.8645
H 5.0369 5.7070 -4.4301  0.3630
H 6.2882 6.5189 -5.3564  0.3507
H 5.2780 7.4484 -4.2742  0.3863
H 6.2574 6.4084 -2.2481  0.2864
H 7.4362 7.2181 -3.2382  0.3488
H 8.3098 5.0694 -4.1169  0.4853
H 6.9846 4.2468 -3.5022  0.4569
H 9.7722 4.0477 -3.1557  0.4062
H 8.7457 2.8147 -2.8186  0.5558
H 10.8518 2.4508 -1.4750  0.4809
H 9.7724 2.7791 -0.3710  0.3669
H 11.4588 4.9262 -1.4862  0.2774
H 11.6059 4.2915 0.1783  0.4172
H 10.5202 6.3993 -0.0197  0.3715
H 9.4691 5.2674 0.7863  0.3810
H 9.4740 6.5939 -1.9482  0.4116
H 7.9971 6.6805 -0.9496  0.5219
H 6.4249 4.9089 -0.7003  0.4087
H 7.8258 3.8613 -0.1599  0.4676
H 6.7178 3.2359 -1.4259  0.3061
N -3.3133 -2.0288 8.0044  -0.1507
S -2.8345 -2.3871 9.3225  0.9984
O -3.4149 -3.6306 9.8844  -0.5933
O -2.4074 -1.3492 10.2429  -0.5649
F -1.3109 -2.9591 8.7390  -0.3987
S -4.8084 -1.2214 8.4465  1.0878
O -4.6728 0.2023 8.4427  -0.5493
O -5.7480 -1.7811 9.3493  -0.5298
F -5.5550 -1.4147 7.0183  -0.2963
N -2.3777 5.5327 -0.9265  -0.2165
S -1.1658 6.6739 -1.0734  1.0455
O -0.0821 6.6203 -0.1411  -0.5418
O -1.5769 8.0059 -1.5415  -0.5575
F -0.4783 5.9289 -2.2738  -0.2807
S -3.1292 6.2658 0.1722  1.0270
O -3.9865 7.3953 -0.1640  -0.5658
O -2.4586 6.2235 1.4701  -0.5597
F -4.1881 5.0215 0.3580  -0.3360
N 9.3333 -2.2534 4.3800  -0.2645
S 8.3905 -1.1684 3.4569  1.0749
O 8.0311 -1.4095 2.0793  -0.5613
O 8.6248 0.1790 3.9483  -0.5677
F 7.0651 -1.3837 4.2557  -0.2541
S 10.5664 -2.0213 3.5645  1.0955
O 11.3560 -0.7827 3.6809  -0.6002
O 10.5542 -2.5613 2.2068  -0.6259
F 11.4521 -3.0691 4.3882  -0.2969
N 7.3505 10.0322 4.5816  -0.3216
S 8.5507 9.2418 5.5390  1.1148
O 9.0791 7.9232 5.1158  -0.5662
O 8.5534 9.6132 6.9321  -0.5599
F 9.8348 10.1635 5.1620  -0.2993
S 6.4438 8.8001 4.7470  1.0990
O 6.1128 8.3730 6.0966  -0.5674
O 6.4973 7.8506 3.6720  -0.5618
F 5.0226 9.5913 4.4571  -0.3376
N -6.3444 3.1728 -5.6957  -0.2220
S -7.0948 3.7254 -7.1132  1.0305
O -7.3071 5.1485 -7.2844  -0.5427
O -8.0336 2.8362 -7.7651  -0.5292
F -5.7389 3.5455 -7.9985  -0.3178
S -7.7132 2.9559 -5.0655  1.0456
O -8.2426 1.6069 -5.1576  -0.5967
O -8.5857 4.1427 -4.8577  -0.5472
F -7.1938 2.7586 -3.5834  -0.3106